No. 1
A single C4H7NO molecule in a non-equilibrium geometry, computed with ωB97M-V/def2-TZVPD.

Structure (XYZ):
```
13
Properties=species:S:1:pos:R:3
C 0.78 -1.45 -0.75
C 0.34 -0.07 -0.39
C -1.07 0.29 -0.39
N -0.21 0.08 0.98
C -0.11 1.36 1.50
O -0.65 1.61 2.55
H 1.78 -1.64 -0.35
H 0.80 -1.58 -1.84
H 0.08 -2.17 -0.32
H 0.99 0.73 -0.76
H -1.37 1.25 -0.83
H -1.84 -0.47 -0.34
H 0.38 2.12 0.79
```

Energy relative to the best compared isomer or geometry (same formula, charge and spin) = 55.5 kcal/mol
Net charge = 0
Total energy = -286.54328 a.u.

=====

No. 2
A single CH4N2O molecule in a non-equilibrium geometry, computed with ωB97M-V/def2-TZVPD.

Structure (XYZ):
```
8
Properties=species:S:1:pos:R:3
H 1.10 -1.73 1.34
N 1.33 -0.84 0.89
C 0.16 -0.49 0.53
N -0.05 0.60 -0.26
O -1.14 0.76 -1.05
H -0.76 -0.98 0.88
H 0.66 1.04 -0.72
H -1.84 0.20 -0.70
```

Energy relative to the best compared isomer or geometry (same formula, charge and spin) = 82.7 kcal/mol
Net charge = 0
Total energy = -225.16024 a.u.

=====

No. 3
A molecular structure, C22H20CrI3N3O2, computed with ωB97M-V/def2-TZVPD.

Structure (XYZ):
```
51
Properties=species:S:1:pos:R:3
Cr 0.71 -0.41 0.51
O 1.51 -2.09 0.55
C 1.96 -2.64 1.66
C 3.15 -3.39 1.62
C 3.64 -4.01 2.74
C 2.95 -3.94 3.96
C 1.77 -3.24 4.02
C 1.27 -2.57 2.90
C -0.01 -1.93 2.96
N -0.40 -1.05 2.11
C -1.81 -0.74 1.94
C -2.15 -1.31 0.57
N -1.11 -0.86 -0.36
C -1.40 -0.72 -1.60
C -0.54 -0.22 -2.62
C -1.07 -0.10 -3.92
C -0.34 0.42 -4.95
C 0.98 0.84 -4.70
C 1.53 0.74 -3.45
C 0.79 0.22 -2.36
O 1.34 0.18 -1.19
H 3.67 -3.44 0.67
H 4.56 -4.57 2.68
H 3.34 -4.44 4.84
H 1.22 -3.19 4.95
H -0.71 -2.27 3.73
H -1.94 0.35 1.96
H -2.43 -1.18 2.73
H -3.14 -0.98 0.24
H -2.15 -2.40 0.62
H -2.41 -0.99 -1.93
H -2.09 -0.44 -4.09
H -0.76 0.51 -5.94
H 1.57 1.25 -5.51
H 2.54 1.06 -3.24
I 2.38 0.93 2.07
C 0.50 3.63 3.77
I -1.42 3.25 3.20
H 1.07 4.33 3.19
H 0.86 3.20 4.68
I 1.70 3.62 -0.99
C -0.28 3.08 -1.36
C -0.89 3.55 -2.52
C -2.23 3.27 -2.72
C -2.91 2.56 -1.74
C -2.20 2.12 -0.64
N -0.90 2.34 -0.45
H -0.31 4.12 -3.24
H -2.73 3.62 -3.61
H -3.97 2.35 -1.83
H -2.70 1.55 0.14
```

Energy relative to the best compared isomer or geometry (same formula, charge and spin) = 0.0 kcal/mol
Expectation value of S² = 6.04
Net charge = 0
Total energy = -3102.68133 a.u.
Spin multiplicity = 5